Density functional theory data (ωB97M-V/def2-TZVPD) for C9H29NO7Y2 as an isolated structure at a distorted geometry.

Cartesian coordinates (Å):
Y (8.075, 18.643, 4.441)
Y (10.953, 16.918, 5.955)
O (9.159, 18.146, 6.401)
H (8.962, 18.301, 7.346)
O (10.097, 17.681, 4.070)
H (10.724, 17.195, 3.500)
O (7.953, 17.888, 2.030)
H (8.052, 16.952, 1.853)
H (7.850, 18.286, 1.166)
O (10.479, 15.019, 4.064)
H (10.968, 14.331, 3.614)
H (9.701, 15.154, 3.523)
O (9.340, 20.323, 3.327)
H (10.284, 20.183, 3.250)
H (9.214, 21.240, 3.083)
O (12.773, 16.909, 4.258)
H (13.390, 16.545, 4.893)
H (12.824, 16.317, 3.507)
C (11.673, 18.992, 1.508)
C (12.862, 20.032, 1.576)
C (13.063, 20.603, 0.131)
C (13.950, 21.895, 0.103)
C (13.133, 22.895, 0.980)
C (12.782, 22.410, 2.439)
N (12.375, 20.986, 2.527)
O (12.223, 20.580, 3.846)
C (14.125, 22.635, 3.252)
C (11.667, 23.300, 2.979)
C (14.220, 19.411, 2.079)
H (11.737, 18.185, 2.238)
H (11.606, 18.464, 0.556)
H (10.690, 19.463, 1.524)
H (13.605, 19.919, -0.524)
H (12.088, 20.796, -0.316)
H (14.268, 22.358, -0.831)
H (14.911, 21.601, 0.525)
H (12.280, 23.258, 0.408)
H (13.728, 23.803, 1.074)
H (14.269, 23.715, 3.283)
H (14.133, 22.341, 4.302)
H (14.913, 22.216, 2.627)
H (11.914, 24.346, 3.160)
H (10.723, 23.297, 2.434)
H (11.333, 23.006, 3.974)
H (14.353, 18.490, 1.511)
H (14.071, 18.986, 3.071)
H (15.134, 20.002, 2.010)
H (13.103, 20.234, 4.015)

Orbital gap, eV: 2.775
Charge: +4
ΔE to the lowest compared entry with this formula, charge and spin, kJ/mol: 0.0
Strongest force on any atom, eV/A: 4.68